# 1
Below is 2 unconnected molecules or ions with the total composition C2H6BNO, with properties calculated with ωB97M-V/def2-TZVPD.

```
11
C2H6BNO ωB97M-V/def2-TZVPD
B -1.01 0.54 0.56
C 1.00 -0.07 -0.41
C -0.10 -1.14 -0.63
N 0.31 0.92 0.42
O -1.30 -0.62 -0.04
H -2.75 2.17 2.41
H 1.87 -0.48 0.12
H 1.33 0.37 -1.35
H -0.29 -1.33 -1.69
H 0.13 -2.08 -0.12
H 0.83 1.72 0.74
```

ΔE to the lowest compared entry with this formula, charge and spin (kcal/mol): 91.8
Gap between HOMO and LUMO (alpha / beta) (eV): 8.00 / 9.73



# 2
Below is 2 unconnected molecules or ions with the total composition C2H6Br2N, with properties calculated with ωB97M-V/def2-TZVPD.

```
11
C2H6Br2N ωB97M-V/def2-TZVPD
C -0.09 0.82 -1.01
C -0.70 0.12 0.08
N -0.60 0.61 1.30
Br 2.36 -1.86 0.21
Br -1.83 -1.38 -0.01
H -0.70 1.36 -1.67
H 0.62 1.49 -0.55
H 0.26 0.03 -1.78
H 1.88 -3.09 -0.31
H -1.09 0.34 2.19
H -0.11 1.56 1.53
```

ΔE to the lowest compared entry with this formula, charge and spin (kcal/mol): 2.6
Gap between HOMO and LUMO (eV): 9.15
Net charge: +1



# 3
Below is C2H6BrIO2Si in the gas phase, with properties calculated with ωB97M-V/def2-TZVPD.

```
13
C2H6BrIO2Si ωB97M-V/def2-TZVPD
C 0.62 1.57 2.04
O 0.53 0.32 1.39
Si -0.33 -0.04 0.11
Br -2.82 0.02 0.76
I 0.01 1.77 -1.49
O 0.10 -1.49 -0.53
C -0.07 -1.85 -1.94
H 0.06 1.49 2.93
H 0.33 2.25 1.32
H 1.63 1.68 2.32
H 0.69 -1.18 -2.57
H -0.99 -1.72 -2.45
H 0.22 -2.83 -1.89
```

ΔE to the lowest compared entry with this formula, charge and spin (kcal/mol): 7.9
Gap between HOMO and LUMO (eV): 9.82



# 4
Below is C2H6Cl2O4S2Si in the gas phase, with properties calculated with ωB97M-V/def2-TZVPD.

```
17
C2H6Cl2O4S2Si ωB97M-V/def2-TZVPD
C 2.35 -0.91 -0.73
C -2.37 -0.43 -0.30
O 0.10 -1.59 0.83
O 2.13 -0.89 2.10
O -2.09 2.03 -0.96
O -0.31 0.41 -1.64
Si 0.11 1.41 1.01
S 1.33 -0.72 0.93
S -1.17 0.90 -0.63
Cl 1.33 2.92 0.52
Cl -1.04 1.57 2.63
H 1.62 -0.84 -1.40
H 2.97 -0.05 -0.63
H 2.64 -1.93 -0.75
H -2.96 -0.10 0.46
H -2.81 -0.50 -1.32
H -1.84 -1.29 -0.12
```

2S+1: 3
Gap between HOMO and LUMO (alpha / beta) (eV): 6.35 / 6.29



Molar mass (computed, g mol⁻¹): 70.9; 203.9; 297.0; 257.2